#one
{
  "formula": "C2H5N3S2",
  "method": "wB97M-V/def2-TZVPD",
  "homo_lumo_gap_ev": 8.7,
  "total_charge": 0,
  "smiles": "N/N=C/N(S)C=S",
  "homo_energy_ha": -0.3200,
  "lumo_energy_ev": -0.05,
  "species": ["C", "C", "H", "H", "H", "H", "H", "N", "N", "N", "S", "S"],
  "coordinates": [[-0.02, 0.20, 0.42], [-0.11, 1.15, -1.82], [-0.27, -1.37, 2.95], [0.16, 0.21, 2.83], [0.26, 1.19, 0.77], [0.49, -1.91, -1.87], [-0.34, 0.88, -2.87], [0.32, -0.74, 2.45], [-0.04, -0.87, 1.13], [-0.38, 0.13, -0.95], [-0.75, -1.43, -1.61], [0.67, 2.58, -1.43]],
  "nbo_charge": [0.153, -0.054, 0.362, 0.333, 0.201, 0.116, 0.217, -0.617, -0.240, -0.555, 0.215, -0.132]
}

#two
{
  "formula": "C2H5N3S2",
  "method": "wB97M-V/def2-TZVPD",
  "homo_lumo_gap_ev": 9.0,
  "total_charge": 0,
  "smiles": "N/N=C\\N(S)C=S",
  "homo_energy_ha": -0.3203,
  "lumo_energy_ev": 0.29,
  "species": ["C", "C", "H", "H", "H", "H", "H", "N", "N", "N", "S", "S"],
  "coordinates": [[0.29, 0.69, 0.98], [-0.08, -1.52, 0.00], [-1.79, 1.94, -0.96], [-1.78, 0.37, -0.63], [0.74, 0.96, 1.96], [2.39, -0.03, -1.24], [0.49, -2.33, -0.50], [-1.22, 1.21, -0.63], [-0.48, 1.53, 0.42], [0.73, -0.56, 0.38], [2.44, -0.65, -0.03], [-1.72, -1.61, 0.25]],
  "nbo_charge": [0.130, -0.040, 0.362, 0.376, 0.206, 0.126, 0.208, -0.647, -0.200, -0.563, 0.199, -0.157]
}

Of them, the most stable is #one and the least stable is #two.

#one
{
  "formula": "C2H5N3S2",
  "method": "wB97M-V/def2-TZVPD",
  "homo_lumo_gap_ev": 8.8,
  "total_charge": 0,
  "smiles": "NN(C=S)/C=N\\S",
  "homo_energy_ha": -0.3159,
  "lumo_energy_ev": 0.20,
  "species": ["C", "C", "H", "H", "H", "H", "H", "N", "N", "N", "S", "S"],
  "coordinates": [[-1.38, -0.28, -0.47], [0.48, 0.31, 1.07], [0.33, 1.39, -1.80], [-0.97, 2.02, -1.02], [-2.00, 0.19, -1.22], [0.35, 1.10, 1.75], [2.52, -2.49, 0.96], [0.02, 1.69, -0.84], [-0.22, 0.38, -0.18], [1.20, -0.69, 1.44], [-1.85, -1.72, 0.08], [1.51, -1.90, 0.23]],
  "nbo_charge": [-0.122, 0.225, 0.362, 0.345, 0.191, 0.195, 0.129, -0.617, -0.333, -0.502, -0.043, 0.168]
}

#two
{
  "formula": "C2H5N3S2",
  "method": "wB97M-V/def2-TZVPD",
  "homo_lumo_gap_ev": 7.8,
  "total_charge": 0,
  "smiles": "N/N=C(\\N)C(=S)S",
  "homo_energy_ha": -0.3204,
  "lumo_energy_ev": -0.93,
  "species": ["C", "C", "H", "H", "H", "H", "H", "N", "N", "N", "S", "S"],
  "coordinates": [[0.06, 0.03, -0.01], [0.92, 0.11, -1.28], [-1.38, -0.71, 1.61], [-2.99, 0.29, 1.25], [0.07, 0.13, 2.16], [1.63, -0.18, 1.50], [1.43, -0.36, -3.53], [-1.81, 0.39, 1.20], [-1.24, 0.23, -0.08], [0.56, -0.20, 1.19], [0.15, -0.10, -2.84], [2.61, 0.38, -1.16]],
  "nbo_charge": [0.253, -0.271, 0.325, 0.385, 0.435, 0.435, 0.177, -0.666, -0.299, -0.850, 0.135, -0.060]
}

Of them, the most stable is #one and the least stable is #two.

#one
{
  "formula": "C6H4N2",
  "method": "wB97M-V/def2-TZVPD",
  "homo_lumo_gap_ev": 8.6,
  "total_charge": 0,
  "smiles": "N#C/C=C1\\C=CC=N1",
  "homo_energy_ha": -0.3713,
  "lumo_energy_ev": -1.47,
  "species": ["C", "C", "C", "C", "C", "C", "H", "H", "H", "H", "N", "N"],
  "coordinates": [[2.74, -0.17, 0.05], [1.50, -0.83, -0.13], [0.20, -0.45, -0.32], [-0.28, 1.04, -0.25], [-1.63, 0.96, -0.03], [-2.02, -0.52, 0.07], [1.63, -1.95, 0.25], [0.44, 1.95, -0.22], [-2.36, 1.80, 0.50], [-3.02, -1.04, 0.21], [3.76, 0.37, 0.00], [-0.96, -1.16, -0.14]],
  "nbo_charge": [0.235, -0.257, 0.177, -0.237, -0.281, 0.114, 0.262, 0.250, 0.237, 0.222, -0.262, -0.459]
}

#two
{
  "formula": "C6H4N2",
  "method": "wB97M-V/def2-TZVPD",
  "homo_lumo_gap_ev": 11.3,
  "total_charge": 0,
  "smiles": "C=C=CC(C#N)C#N",
  "homo_energy_ha": -0.3960,
  "lumo_energy_ev": 0.50,
  "species": ["C", "C", "C", "C", "C", "C", "N", "N", "H", "H", "H", "H"],
  "coordinates": [[-0.64, -0.46, -1.02], [-0.41, 0.70, -0.48], [0.63, 0.93, 0.61], [-0.86, -1.62, -1.54], [1.46, -0.24, 0.81], [-0.05, 1.25, 1.85], [2.11, -1.16, 0.96], [-0.62, 1.51, 2.80], [-0.97, 1.58, -0.77], [1.28, 1.78, 0.33], [-0.34, -1.96, -2.42], [-1.60, -2.29, -1.13]],
  "nbo_charge": [0.114, -0.283, -0.431, -0.440, 0.287, 0.282, -0.264, -0.267, 0.243, 0.290, 0.234, 0.235]
}

Of them, the most stable is #two and the least stable is #one.

#one
{
  "formula": "C6H16O2",
  "method": "wB97M-V/def2-TZVPD",
  "homo_lumo_gap_ev": 10.7,
  "total_charge": 0,
  "smiles": "CCOC.CCOC",
  "homo_energy_ha": -0.3576,
  "lumo_energy_ev": 0.93,
  "species": ["O", "C", "C", "C", "H", "H", "H", "H", "H", "H", "H", "H", "O", "C", "C", "C", "H", "H", "H", "H", "H", "H", "H", "H"],
  "coordinates": [[-2.15, 1.94, -0.30], [-1.34, 1.60, 0.80], [-2.92, 1.40, -2.61], [-2.54, 0.90, -1.20], [-1.33, 2.53, 1.39], [-0.31, 1.25, 0.67], [-1.91, 0.83, 1.36], [-2.16, 2.12, -2.97], [-3.87, 1.94, -2.47], [-3.07, 0.63, -3.39], [-1.56, 0.39, -1.29], [-3.27, 0.17, -0.79], [1.69, -2.38, 0.67], [1.66, -1.79, -0.63], [2.29, -0.49, 2.16], [2.71, -1.78, 1.47], [1.56, -0.72, -0.39], [0.80, -2.10, -1.24], [2.58, -1.93, -1.23], [3.08, -0.02, 2.77], [1.41, -0.67, 2.80], [2.01, 0.21, 1.36], [3.05, -2.51, 2.22], [3.59, -1.50, 0.85]],
  "nbo_charge": [-0.556, -0.247, -0.631, -0.057, 0.196, 0.165, 0.164, 0.216, 0.208, 0.220, 0.153, 0.167, -0.541, -0.255, -0.638, -0.066, 0.161, 0.197, 0.169, 0.218, 0.212, 0.197, 0.186, 0.159]
}

#two
{
  "formula": "C6H16O2",
  "method": "wB97M-V/def2-TZVPD",
  "homo_lumo_gap_ev": 10.8,
  "total_charge": 0,
  "smiles": "CC[C@@H](C)CCO.O",
  "homo_energy_ha": -0.3681,
  "lumo_energy_ev": 0.78,
  "species": ["C", "O", "C", "C", "C", "C", "C", "H", "H", "H", "H", "H", "H", "H", "H", "H", "H", "H", "H", "H", "H", "H", "H", "O"],
  "coordinates": [[0.56, 2.38, -1.41], [1.81, 2.82, -1.94], [0.67, 1.58, -0.10], [-0.11, 0.27, -0.11], [-0.69, -0.14, 1.26], [0.63, -0.87, -0.82], [-0.26, -2.09, -1.10], [0.16, 1.74, -2.19], [-0.05, 3.27, -1.22], [2.32, 3.30, -1.28], [1.70, 1.43, 0.23], [0.27, 2.18, 0.72], [-0.98, 0.46, -0.75], [-1.69, 0.27, 1.36], [-0.14, 0.29, 2.09], [-0.77, -1.22, 1.31], [1.49, -1.12, -0.19], [1.05, -0.48, -1.75], [-1.31, -1.79, -1.06], [-0.05, -2.92, -0.45], [-0.16, -2.41, -2.13], [-2.58, -3.78, 2.98], [-2.05, -3.36, 4.37], [-2.02, -3.14, 3.43]],
  "nbo_charge": [-0.058, -0.725, -0.434, -0.197, -0.614, -0.399, -0.621, 0.178, 0.163, 0.462, 0.207, 0.199, 0.179, 0.208, 0.205, 0.220, 0.196, 0.204, 0.202, 0.212, 0.211, 0.471, 0.471, -0.940]
}

Of them, the most stable is #two and the least stable is #one.

#one
{
  "formula": "C5H12NO2",
  "method": "wB97M-V/def2-TZVPD",
  "homo_lumo_gap_ev": 5.6,
  "total_charge": -1,
  "homo_energy_ha": -0.0727,
  "lumo_energy_ev": 3.60,
  "species": ["C", "O", "C", "C", "C", "C", "N", "H", "H", "H", "H", "H", "H", "H", "H", "H", "H", "H", "H", "O"],
  "coordinates": [[-1.50, -0.97, -1.48], [-1.79, -2.40, -1.29], [-0.02, -0.71, -1.47], [0.30, 0.80, -1.39], [0.02, 1.42, -0.03], [0.76, 1.15, 1.10], [0.62, 1.62, 2.34], [-1.99, -0.80, -2.44], [-1.95, -0.39, -0.68], [0.37, -1.17, -0.57], [0.46, -1.17, -2.33], [-0.33, 1.33, -2.12], [1.34, 0.95, -1.70], [-0.86, 2.07, 0.07], [1.56, 0.45, 0.99], [-0.18, 2.24, 2.41], [1.88, 0.05, 3.21], [1.05, -0.97, 2.68], [-1.69, -2.59, -0.34], [1.95, -0.91, 3.03]],
  "nbo_charge": [-0.066, -0.754, -0.424, -0.408, -0.542, 0.035, -0.966, 0.160, 0.179, 0.197, 0.179, 0.181, 0.181, 0.162, 0.144, 0.301, 0.501, 0.467, 0.458, -0.986]
}

#two
{
  "formula": "C5H12NO2",
  "method": "wB97M-V/def2-TZVPD",
  "homo_lumo_gap_ev": 5.7,
  "total_charge": -1,
  "smiles": "[O-]CNCCCCO",
  "homo_energy_ha": -0.0896,
  "lumo_energy_ev": 3.24,
  "species": ["C", "N", "C", "O", "C", "C", "C", "O", "H", "H", "H", "H", "H", "H", "H", "H", "H", "H", "H", "H"],
  "coordinates": [[-0.37, 0.79, 0.28], [0.34, 1.07, 1.47], [-0.35, 0.57, 2.74], [-0.82, 1.58, 3.46], [-0.18, -0.66, -0.22], [0.93, -0.86, -1.24], [0.50, -0.52, -2.66], [0.13, -1.68, -3.44], [-0.07, 1.47, -0.54], [-1.45, 0.99, 0.33], [0.57, 1.99, 1.68], [0.41, -0.01, 3.31], [-1.09, -0.19, 2.36], [-0.11, -1.27, 0.67], [-1.14, -0.93, -0.69], [1.82, -0.28, -1.05], [1.21, -1.91, -1.21], [1.28, 0.01, -3.20], [-0.36, 0.13, -2.72], [-0.55, -2.13, -2.92]],
  "nbo_charge": [-0.203, -0.713, 0.144, -0.946, -0.407, -0.442, -0.060, -0.735, 0.160, 0.146, 0.368, 0.060, 0.046, 0.220, 0.166, 0.212, 0.204, 0.167, 0.158, 0.457]
}

Of them, the most stable is #one and the least stable is #two.

#one
{
  "formula": "C5H12NO2",
  "method": "wB97M-V/def2-TZVPD",
  "homo_lumo_gap_ev": 7.1,
  "total_charge": -1,
  "homo_energy_ha": -0.1233,
  "lumo_energy_ev": 3.75,
  "species": ["N", "C", "C", "C", "C", "C", "O", "H", "H", "H", "H", "H", "H", "H", "H", "H", "H", "H", "H", "O"],
  "coordinates": [[0.01, 1.65, 0.71], [-0.64, 1.34, 1.98], [-0.50, -0.19, 2.20], [0.07, -0.77, 0.92], [0.23, 0.42, -0.06], [-0.73, 0.30, -1.30], [-0.06, -0.25, -2.40], [0.89, 2.12, 0.86], [-0.26, 1.92, 2.82], [-1.72, 1.45, 1.80], [-0.01, -0.50, 3.13], [-1.48, -0.61, 2.48], [1.04, -1.22, 1.13], [-0.48, -1.60, 0.48], [1.24, 0.30, -0.47], [-1.50, -0.43, -0.96], [-1.11, 1.27, -1.61], [0.48, -1.27, -2.05], [1.88, -1.99, -2.49], [1.31, -2.06, -1.70]],
  "nbo_charge": [-0.635, -0.226, -0.428, -0.425, -0.101, -0.047, -0.870, 0.347, 0.180, 0.172, 0.186, 0.185, 0.211, 0.223, 0.225, 0.108, 0.145, 0.476, 0.423, -1.149]
}

#two
{
  "formula": "C5H12NO2",
  "method": "wB97M-V/def2-TZVPD",
  "homo_lumo_gap_ev": 6.9,
  "total_charge": -1,
  "homo_energy_ha": -0.1162,
  "lumo_energy_ev": 3.76,
  "species": ["N", "C", "C", "C", "C", "C", "O", "H", "H", "H", "H", "H", "H", "H", "H", "H", "H", "H", "H", "O"],
  "coordinates": [[-1.06, -0.81, 0.69], [-1.73, 0.38, 1.22], [-1.76, 1.27, -0.01], [-0.30, 1.08, -0.54], [0.14, -0.25, 0.01], [0.70, -1.25, -1.03], [1.73, -0.75, -1.76], [-0.85, -1.30, 1.55], [-1.17, 0.91, 2.01], [-2.74, 0.17, 1.59], [-2.14, 2.26, 0.27], [-2.51, 0.86, -0.69], [0.34, 1.92, -0.30], [-0.41, 1.04, -1.62], [0.94, -0.15, 0.78], [-0.20, -1.48, -1.63], [0.89, -2.18, -0.44], [2.93, -0.52, -0.73], [3.50, -0.85, 0.71], [3.71, -0.36, -0.08]],
  "nbo_charge": [-0.628, -0.221, -0.404, -0.419, -0.087, -0.008, -0.932, 0.343, 0.142, 0.172, 0.185, 0.191, 0.209, 0.220, 0.156, 0.095, 0.080, 0.508, 0.434, -1.035]
}

Of them, the most stable is #two and the least stable is #one.